{
  "formula": "C9H14",
  "method": "ωB97M-V/def2-TZVPD",
  "species": ["C", "C", "C", "C", "C", "C", "C", "H", "H", "H", "H", "H", "H", "H", "H", "C", "C", "H", "H", "H", "H", "H", "H"],
  "coordinates": [[3.0418, 0.4396, -0.9992], [1.5755, 0.1879, -1.1372], [0.6987, 1.2831, -1.0792], [-0.6561, 1.0887, -1.2511], [-1.1392, -0.2038, -1.4616], [-0.2936, -1.2861, -1.5387], [1.0733, -1.0944, -1.3192], [3.6677, -0.3566, -0.5708], [3.2800, 1.3242, -0.3997], [3.5406, 0.6138, -1.9621], [1.1495, 2.2546, -0.9253], [-1.3552, 1.9105, -1.1855], [-2.2029, -0.3714, -1.3193], [-0.6631, -2.3064, -1.5208], [1.7273, -1.9228, -1.0806], [-2.0523, -0.7639, 1.8505], [-1.3018, 0.3526, 2.5610], [-1.5942, -1.7411, 1.9625], [-3.0637, -0.8218, 2.2669], [-2.1800, -0.5125, 0.8011], [-1.7042, 1.3430, 2.3394], [-0.2392, 0.3750, 2.3285], [-1.3090, 0.2080, 3.6403]],
  "smiles": "Cc1ccccc1.CC",
  "homo_lumo_gap_ev": 10.0,
  "energy_ev": -9559.77749,
  "de_lowest_kj_mol": 39.0
}